#w
Entry from the Open Molecules 2025 dataset: an isolated ion of composition C4H12NO and charge +1 (ωB97M-V/def2-TZVPD).

The geometry in XYZ format:
```
18
C4H12NO ωB97M-V/def2-TZVPD
O 2.15632 -0.18716 1.64441
N 0.41826 0.48381 -0.24686
C 1.32489 -1.25404 1.35570
C -0.68981 1.16477 -1.08768
C 0.32570 -0.93251 0.14881
C -2.04455 0.58285 -0.76724
H 1.31812 0.60404 -0.72432
H -2.34979 -0.31886 -1.30154
H -0.43992 1.17141 -2.13621
H 0.63338 -1.43999 2.16893
H 2.84171 0.00813 1.00767
H -0.68406 -1.09509 0.52032
H 0.64028 1.05440 0.57671
H 1.82948 -2.19480 1.11551
H -2.71775 1.40566 -1.05367
H -2.34876 0.38569 0.25528
H -0.54929 2.21295 -0.80092
H 0.33578 -1.65126 -0.67491
```

total charge: +1
SMILES string: CC[NH2+]CCO
LUMO: -3.51 eV

***

#x
Entry from the Open Molecules 2025 dataset: a 2-piece molecular cluster, C4H12NO overall (ωB97M-V/def2-TZVPD).

The geometry in XYZ format:
```
18
C4H12NO ωB97M-V/def2-TZVPD
O -2.25363 -0.28863 0.72945
N 0.52534 -0.32116 0.06281
C -0.11835 0.26350 -1.14312
C 1.00506 0.79377 0.94276
C -2.18439 0.72138 -0.16456
C 1.65339 -1.22167 -0.31111
H 2.26410 -0.98076 -1.26437
H 2.45666 -1.03988 0.50162
H -0.32656 -0.47817 -1.88168
H 1.36516 -2.27528 -0.51218
H -1.68589 1.60018 0.18795
H -3.18264 -0.66009 0.87195
H -3.05562 0.76437 -0.84416
H 1.86468 1.24146 0.46957
H 0.28580 1.20235 -1.36561
H 1.26134 0.22747 1.81838
H 0.01124 -0.89976 0.74140
H 0.11431 1.35089 1.16090
```

total charge: +1
LUMO: -3.35 eV

***

What should be chosen as the least stable of them? Choose #x.

***

#w
Entry from the Open Molecules 2025 dataset: a 2-piece molecular cluster, C17H24N4O4 overall (ωB97M-V/def2-TZVPD).

The geometry in XYZ format:
```
49
C17H24N4O4 ωB97M-V/def2-TZVPD
O 2.75254 0.07951 2.49261
O 2.07937 -1.86472 1.67586
O -6.54807 0.44523 2.49673
O -6.77144 -1.74507 2.46731
N -6.06293 -0.71056 2.46717
N 0.29371 -0.61118 -0.88659
N 1.97311 1.67707 -1.45796
N 1.83211 -0.70543 2.11249
C 2.97244 1.40046 -0.44500
C 3.31935 2.76452 0.17432
C -0.44427 -1.22677 1.68690
C 1.05952 -1.70931 -2.88900
C 1.79434 0.66752 -2.45382
C 2.13211 3.03097 -1.96491
C 2.77406 3.82120 -0.81172
C -4.07082 -2.13017 2.30094
C 0.48968 -0.33052 2.12551
C -1.86813 -1.09646 1.98284
C -4.65019 -0.84937 2.41704
C -0.77649 -1.47867 -1.30209
C -3.83726 0.30196 2.38324
C 1.41226 -0.66574 -1.82282
C -2.71076 -2.24800 2.08071
C -2.46839 0.17621 2.19383
C -0.15674 -2.44667 -2.32408
H 1.00091 0.99229 -3.14779
H 0.17744 -3.34938 -1.80209
H 0.03873 0.32735 -0.59395
H 2.78883 3.06337 -2.85861
H -1.17501 -2.01340 -0.43815
H -0.09903 -2.22250 1.39903
H 1.91546 -2.36800 -3.07632
H 2.55763 0.72569 0.31246
H 0.24544 0.64517 2.55127
H 4.40025 2.84255 0.32423
H -4.31277 1.27296 2.49502
H 2.72022 0.49799 -3.04632
H -4.71956 -3.00164 2.36984
H 2.29411 -1.01383 -1.25724
H 3.87917 0.89529 -0.84571
H -2.25242 -3.23791 2.01227
H 0.79666 -1.20089 -3.82530
H 2.82005 2.83356 1.14677
H 1.15555 3.43100 -2.27179
H 3.57159 4.46969 -1.18331
H -0.88136 -2.72946 -3.09395
H -1.83841 1.06947 2.20364
H -1.61297 -0.91041 -1.74575
H 2.01039 4.43502 -0.32775
```

total charge: 0
SMILES string: O=[N+]([O-])/C=C/c1ccc([N+](=O)[O-])cc1.C1CN[C@H](CN2CCCC2)C1
LUMO: -2.00 eV

***

#x
Entry from the Open Molecules 2025 dataset: a 2-piece molecular cluster, C17H24N4O4 overall (ωB97M-V/def2-TZVPD).

The geometry in XYZ format:
```
49
C17H24N4O4 ωB97M-V/def2-TZVPD
O 0.79717 -0.32838 1.27319
O -4.26785 3.36157 -5.12700
O -0.77344 3.17222 -2.31151
O 1.02397 -1.66162 6.68484
N -3.64342 1.53548 -3.97109
N -0.75331 2.41326 -4.35937
N 3.11861 -2.23915 5.06112
N 3.01749 -1.57113 2.31248
C 4.14133 -2.51377 4.22964
C 5.23605 -2.48594 1.92032
C 4.09121 -2.17738 2.84774
C -5.11960 1.27928 -5.87571
C 0.82516 -0.64076 2.61991
C -1.18199 1.81633 -5.62263
C -3.00545 1.40257 -1.64422
C -1.41081 2.63590 -3.21130
C 5.34381 -3.19391 4.82626
C -2.89054 2.23869 -2.92724
C 0.96362 -1.32517 5.35823
C -0.24038 -0.35342 3.50120
C 1.97932 -1.28294 3.13335
C -4.30501 2.15272 -4.95004
C 2.04268 -1.62418 4.51450
C -0.33973 0.35762 0.73260
C -0.16791 -0.69336 4.85400
H -3.40688 3.18154 -2.73639
H -5.61423 1.91162 -6.61272
H 5.18952 -3.38181 5.89314
H -0.48667 1.32282 1.22766
H 5.42015 -3.56319 1.88768
H -1.92273 2.45684 -6.10467
H -1.59363 0.82042 -5.45756
H -2.47861 0.45612 -1.76778
H 1.88230 -2.10536 6.82990
H 5.00651 -2.14538 0.90605
H 6.22975 -2.56276 4.71242
H -5.87109 0.74358 -5.29904
H 0.19546 2.75422 -4.32865
H -4.46352 0.57544 -6.38276
H -0.99225 -0.46892 5.52517
H -0.17702 0.54668 -0.33270
H 6.14501 -1.97885 2.25501
H -0.32415 1.72866 -6.29105
H -2.56637 1.94852 -0.80829
H -3.72869 0.53680 -3.89381
H -1.14467 0.13667 3.15700
H 5.52177 -4.15226 4.33032
H -1.24649 -0.24537 0.83869
H -4.05439 1.20946 -1.41689
```

total charge: 0
SMILES string: COc1ccc(O)c2nc(C)c(C)nc12.CNC(=O)[C@H](C)NC(C)=O
LUMO: -0.04 eV

***

What should be chosen as the least stable of them? Choose #w.

***

#w
Entry from the Open Molecules 2025 dataset: a 2-piece molecular cluster, CH2BrCl2P overall (ωB97M-V/def2-TZVPD).

The geometry in XYZ format:
```
7
CH2BrCl2P ωB97M-V/def2-TZVPD
Br -3.64577 0.51378 1.38569
Cl -0.68107 -2.01618 -0.35061
Cl -0.92429 1.04064 -1.25144
P -0.15228 -0.13175 0.15169
C 1.53165 0.08228 -0.01242
H 1.73096 1.05103 -0.37961
H 2.14080 -0.53979 0.45669
```

total charge: 0
LUMO (spin up / spin down): -1.60 / -3.43 eV

***

#x
Entry from the Open Molecules 2025 dataset: a 2-piece molecular cluster, CH2BrCl2P overall (ωB97M-V/def2-TZVPD).

The geometry in XYZ format:
```
7
CH2BrCl2P ωB97M-V/def2-TZVPD
Br 2.88492 0.21437 0.38375
Cl -1.01534 -1.85155 1.83620
Cl -1.07884 -3.37897 -0.85009
P 0.22954 -2.34309 0.30138
C 0.19976 -0.86497 -0.52554
H 0.25417 -0.06722 0.19557
H 0.23477 -0.82177 -1.56910
```

total charge: 0
LUMO (spin up / spin down): -2.11 / -3.34 eV

***

What should be chosen as the least stable of them? Choose #w.

***

#w
Entry from the Open Molecules 2025 dataset: C19H18GaNOS as an isolated structure (ωB97M-V/def2-TZVPD).

The geometry in XYZ format:
```
41
C19H18GaNOS ωB97M-V/def2-TZVPD
Ga 1.45712 0.13869 3.08730
S 3.71548 0.64682 5.73863
O -1.15478 0.06716 -1.17637
N 3.34920 -0.76936 3.38529
C 3.75339 -0.09762 4.36157
C -1.19218 1.51825 -1.28362
C -2.64253 -1.06644 -5.55106
C -0.20417 -0.34473 4.35128
C -1.34828 0.16619 -3.92711
C 4.19211 0.37659 1.16145
C 2.56646 -1.26117 0.86229
C 3.51934 0.63848 -0.00436
C -0.00168 1.09100 3.99837
C -3.79197 -1.01970 -4.73280
C 3.74271 -0.92593 1.74609
C 2.49627 -0.36480 -0.18334
C -0.73416 1.31183 2.76876
C -1.40865 0.11584 2.44023
C -1.41462 -0.50839 -5.13976
C -1.16372 -0.86255 3.42193
C -2.32283 0.56084 -1.70897
C -2.49137 0.16976 -3.10185
C -3.71625 -0.39902 -3.49932
H 4.92808 0.99474 1.66484
H -4.56287 -0.39186 -2.81032
H 4.48964 -1.70020 1.91447
H 1.84520 -0.41763 -1.05321
H 0.06731 -0.77261 5.31180
H -3.21018 0.60032 -1.06673
H -0.83249 2.27707 2.26928
H -4.72643 -1.49278 -5.04247
H 3.71305 1.41658 -0.74585
H -0.41697 0.59557 -3.56193
H -2.68669 -1.59756 -6.51124
H 1.91535 -2.11216 1.02538
H -0.50525 -0.61462 -5.73614
H -1.66042 -1.83224 3.49605
H -0.64762 1.99018 -2.10250
H -1.28796 2.02310 -0.32405
H -2.15337 0.03074 1.64883
H 0.52674 1.82160 4.60916
```

total charge: 0
LUMO (spin up / spin down): -0.52 / -0.52 eV

***

#x
Entry from the Open Molecules 2025 dataset: C19H18GaNOS as an isolated structure (ωB97M-V/def2-TZVPD).

The geometry in XYZ format:
```
41
C19H18GaNOS ωB97M-V/def2-TZVPD
Ga 0.35866 -0.17459 1.14923
S -0.24411 -0.43168 6.71396
O -0.65214 0.19438 -0.34680
N 0.47673 0.60525 4.25394
C 0.20766 -0.33727 -3.46113
C 0.09827 0.25277 5.35440
C 0.24355 1.80805 3.43014
C 1.30853 -2.11341 1.95656
C -1.02927 -2.32320 1.82490
C -1.23214 2.45025 1.71439
C -0.65667 -2.19659 3.17251
C -0.13424 1.05405 -3.58134
C 0.07798 2.40665 1.13997
C 0.18552 -2.24968 1.02042
C -1.14450 -0.67463 -1.35829
C 1.01471 -0.28777 -5.77271
C -0.10534 -1.06886 -2.32578
C 0.64018 1.06322 -5.87888
C 0.85479 -0.96446 -4.57624
C 0.10116 1.73203 -4.76798
C 0.74707 -2.07086 3.26015
C -1.18371 2.02388 3.02224
C 0.93326 1.69577 2.04301
H 1.42639 -0.81054 -6.63645
H 1.16607 -2.00516 -4.45751
H 0.78264 1.59407 -6.82136
H 2.35135 -2.25294 1.67432
H 0.42110 -1.99833 -2.12811
H -1.98057 1.91985 3.76241
H 0.28469 -2.59066 -0.00524
H 0.37791 2.79400 0.16614
H -0.56636 1.54950 -2.70686
H 2.02272 1.71230 2.02485
H -1.32055 -2.27501 4.02711
H -1.91021 -0.08786 -1.87765
H 0.64514 2.68805 3.97454
H 1.29807 -2.07160 4.19654
H -0.14750 2.79250 -4.84225
H -2.12501 2.77136 1.17743
H -2.01506 -2.52988 1.41527
H -1.57677 -1.59294 -0.92984
```

total charge: 0
LUMO (spin up / spin down): -0.61 / -0.55 eV

***

What should be chosen as the least stable of them? Choose #w.